[1]
A structure of composition C4H11ClGdNO2Tm, computed with ωB97M-V with the def2-TZVPD basis set.

## Properties
Largest force on an atom   6.1 eV Å⁻¹
Frontier orbital gap (alpha / beta)   6.35 / 6.15 eV
DFT total energy   -2675.0839 a.u.
E_LUMO (alpha / beta)   2.498 / 2.393 eV

Structure (ORCA input):
```
! wB97M-V def2-TZVPD RIJCOSX def2/J DEFGRID3
* xyz -1 10
Tm -1.732 -0.166 -0.623
Cl -0.054 1.869 -0.291
C -3.047 0.356 1.021
C -1.668 0.076 -2.763
H -3.890 -0.056 0.449
H -2.689 -0.232 1.800
H -2.959 1.391 1.042
H -2.689 -0.314 -2.825
H -0.908 -0.574 -3.048
H -1.552 1.103 -2.858
Gd 1.213 -0.256 0.976
C 3.117 -0.450 -0.252
C -0.221 -1.732 -0.021
H 3.005 -1.406 -0.696
H 3.217 0.389 -0.860
H 3.708 -0.438 0.672
H -0.006 -2.232 -0.955
H -0.685 -2.083 0.888
O 3.106 2.048 3.556
N 2.523 1.227 3.030
O 2.210 1.480 1.757
*
```

---

[2]
An isolated molecule of C4H3F4N, computed with ωB97M-V with the def2-TZVPD basis set.

## Properties
SMILES   CN=C=C(F)C(F)(F)F
Largest force on an atom   5.0 eV Å⁻¹
ΔE to the lowest compared entry with this formula, charge and spin   2.260 eV
Frontier orbital gap   8.73 eV
DFT total energy   -608.3353 a.u.
E_LUMO   0.213 eV

Structure (ORCA input):
```
! wB97M-V def2-TZVPD RIJCOSX def2/J DEFGRID3
* xyz 0 1
C 0.742 2.507 -0.503
N 0.027 1.241 -0.164
C -0.255 0.172 0.316
C -0.897 -1.062 0.735
F -1.116 -1.063 2.039
C -0.438 -2.214 0.042
F -0.450 -1.911 -1.229
F -1.101 -3.368 0.230
F 0.874 -2.693 0.262
H 1.817 2.276 -0.215
H 0.253 3.354 0.011
H 0.544 2.762 -1.525
*
```

---

[3]
A cluster of 2 separate species, C5H10BrN3Si in total, computed with ωB97M-V with the def2-TZVPD basis set.

## Properties
Largest force on an atom   5.1 eV Å⁻¹
ΔE to the lowest compared entry with this formula, charge and spin   2.544 eV
Frontier orbital gap   8.65 eV
DFT total energy   -3224.1670 a.u.
E_LUMO   -0.154 eV

Structure (ORCA input):
```
! wB97M-V def2-TZVPD RIJCOSX def2/J DEFGRID3
* xyz 0 1
C 0.245 -1.073 0.960
C -1.785 1.417 1.938
C 0.394 1.678 -0.575
C -0.373 -1.252 -2.026
C 2.606 -0.653 -1.075
N -0.136 -1.430 1.997
N -2.297 0.579 2.613
N -2.954 -0.411 2.793
Si 0.680 -0.217 -0.748
Br -1.377 3.136 2.382
H 0.696 2.115 -1.510
H -0.643 1.934 -0.409
H 0.742 1.971 0.442
H -1.384 -0.928 -2.225
H 0.151 -1.313 -2.995
H -0.459 -2.340 -1.551
H 2.836 -0.017 -1.929
H 3.004 -0.496 -0.156
H 2.616 -1.677 -1.408
H -2.563 -1.023 3.482
*
```

---

[4]
A structure of composition C22H50N3NdP3S, computed with ωB97M-V with the def2-TZVPD basis set.

## Properties
Largest force on an atom   4.3 eV Å⁻¹
Frontier orbital gap (alpha / beta)   6.41 / 6.59 eV
DFT total energy   -3015.1609 a.u.
E_LUMO (alpha / beta)   -10.052 / -9.878 eV

Structure (ORCA input):
```
! wB97M-V def2-TZVPD RIJCOSX def2/J DEFGRID3
* xyz 3 4
Nd 0.917 -1.921 -0.743
P -0.333 1.210 1.108
P -2.238 -1.418 -0.558
P 2.796 0.699 -0.958
H 2.284 -3.081 -3.681
C 2.953 -2.673 -2.915
C 2.881 -3.142 -1.587
H 2.520 -4.204 -1.451
C -0.823 2.743 0.225
C -1.765 1.099 2.275
C 0.817 1.921 2.353
C -2.816 -3.070 -1.203
C -3.643 -1.116 0.634
C -2.589 -0.116 -1.790
C 4.089 0.052 -2.096
C 3.960 1.147 0.400
C 2.436 2.382 -1.638
H 3.831 -2.124 -3.353
H 3.731 -2.881 -0.902
H -0.738 3.592 0.909
H -1.869 2.690 -0.097
H -0.164 2.929 -0.631
H -1.572 1.664 3.195
H -1.882 0.055 2.584
H -2.698 1.475 1.835
H 0.231 2.414 3.138
H 1.491 2.665 1.916
H 1.407 1.138 2.843
H -3.829 -3.272 -0.821
H -2.114 -3.837 -0.830
H -2.842 -3.132 -2.298
H -4.248 -0.248 0.310
H -3.232 -0.885 1.626
H -4.298 -1.999 0.747
H -3.259 -0.471 -2.580
H -1.640 0.180 -2.257
H -3.021 0.764 -1.292
H 4.533 0.828 -2.723
H 3.670 -0.679 -2.786
H 4.858 -0.457 -1.506
H 4.664 1.940 0.109
H 4.550 0.262 0.669
H 3.409 1.488 1.284
H 3.287 2.832 -2.171
H 2.138 3.050 -0.818
H 1.597 2.305 -2.341
C -0.557 -0.329 -4.706
C -0.897 1.010 -4.957
C -1.543 1.387 -6.124
C -1.885 0.365 -6.997
C -1.844 -0.985 -6.612
C -1.117 -1.352 -5.482
S 0.859 -0.610 -3.668
H 1.767 0.052 -4.409
H -0.547 1.748 -4.257
H -1.743 2.442 -6.322
H -2.119 0.608 -8.025
H -2.367 -1.749 -7.192
H -0.962 -2.392 -5.193
C -1.964 -3.033 3.360
N -0.648 -2.456 3.687
C -0.606 -1.750 4.991
C 0.230 -2.198 2.668
N -0.108 -2.419 1.385
N 1.522 -1.851 2.870
C 2.198 -1.658 4.151
C 2.199 -1.295 1.702
H -2.377 -3.517 4.253
H -1.826 -3.805 2.596
H -2.711 -2.280 3.031
H -0.064 -2.369 5.723
H -0.193 -0.719 4.957
H -1.628 -1.659 5.384
H -1.060 -2.768 1.410
H 1.872 -2.403 4.876
H 3.265 -1.829 3.965
H 2.050 -0.636 4.544
H 2.385 -2.080 0.927
H 1.578 -0.443 1.309
H 3.159 -0.883 2.023
*
```

---

[5]
A structure of composition C14H35Cl2N2PSSc, computed with ωB97M-V with the def2-TZVPD basis set.

## Properties
Largest force on an atom   2.2 eV Å⁻¹
ΔE to the lowest compared entry with this formula, charge and spin   0.928 eV
Frontier orbital gap (alpha / beta)   3.13 / 3.13 eV
DFT total energy   -3084.6233 a.u.
E_LUMO (alpha / beta)   2.515 / 2.505 eV

Structure (ORCA input):
```
! wB97M-V def2-TZVPD RIJCOSX def2/J DEFGRID3
* xyz -1 1
Sc -0.448 -0.034 1.448
Cl 0.992 -0.135 -0.315
Cl -2.480 -0.781 0.698
H 0.290 1.754 1.360
H 0.721 1.432 1.969
P -0.142 0.087 -3.568
C 1.517 -0.467 -4.278
C -1.269 -0.759 -4.792
C -0.116 1.811 -4.318
C 2.128 -1.558 -3.401
H 2.141 0.439 -4.172
C 1.554 -0.919 -5.741
H 0.980 -1.839 -5.898
H 2.597 -1.136 -6.013
H 1.203 -0.168 -6.452
H 2.114 -1.265 -2.348
H 3.172 -1.704 -3.709
H 1.603 -2.515 -3.508
H 0.886 2.178 -4.034
C -1.153 2.700 -3.628
C -0.250 1.904 -5.841
H 0.620 1.498 -6.362
H -0.321 2.958 -6.145
H -1.154 1.408 -6.211
H -1.053 2.643 -2.539
H -2.179 2.427 -3.905
H -0.986 3.740 -3.937
C -1.294 -2.271 -4.566
H -0.849 -0.590 -5.790
C -2.687 -0.184 -4.787
H -0.340 -2.755 -4.799
H -2.052 -2.712 -5.227
H -1.562 -2.516 -3.531
H -3.090 -0.108 -3.769
H -3.342 -0.856 -5.359
H -2.755 0.802 -5.260
C 1.835 1.689 7.896
C 0.463 1.350 7.351
N 0.530 1.072 5.887
C -0.330 0.229 5.281
S -1.061 0.670 3.782
N -0.655 -0.904 5.940
C 0.342 -1.694 6.725
C -0.319 -2.340 7.920
H 2.573 0.918 7.643
H 1.751 1.738 8.984
H 2.191 2.664 7.539
H 0.032 0.464 7.824
H -0.219 2.198 7.513
H 0.705 1.897 5.314
H -1.300 -1.494 5.418
H 0.746 -2.455 6.041
H 1.144 -0.999 6.989
H -1.022 -3.121 7.612
H 0.451 -2.789 8.548
H -0.856 -1.601 8.520
*
```